ORCA calculation (ωB97M-V/def2-TZVPD) on a molecular structure, C13H36F4HfN2O9S in a non-equilibrium geometry.

Last column: natural (NBO) charge in e.
Element x y z (Å)
1 Hf 0.167966 -0.114606 0.667741  2.600
2 S 0.920009 0.222259 -2.829001  2.348
3 F 0.717173 1.702278 1.659469  -0.742
4 F 3.286198 -0.893229 -2.687839  -0.319
5 F 3.300117 1.214100 -3.145523  -0.302
6 F 2.713189 -0.192074 -4.685179  -0.269
7 O -1.478108 -0.917073 -0.802654  -0.828
8 O 0.530316 1.560320 -3.173822  -0.949
9 O 0.169715 -0.839827 -3.424936  -0.937
10 O -2.444742 0.583060 -2.630248  -0.583
11 O 1.029803 0.063759 -1.344297  -1.084
12 O -1.124157 -2.111212 1.500501  -0.751
13 O -1.800642 0.456835 1.873689  -0.774
14 O 1.284735 -2.178481 0.098034  -0.774
15 O 2.570886 0.169596 0.774426  -0.594
16 N 1.069137 -0.803457 2.781460  -0.906
17 N -0.838868 1.754781 -0.527137  -0.932
18 C 1.117693 -2.889755 -1.164248  -0.261
19 C -2.682931 0.330065 -4.024098  -0.250
20 C -1.829620 1.135366 3.176170  -0.248
21 C -2.417364 -1.968007 -0.558707  -0.092
22 C -2.288335 2.099363 -0.791251  -0.055
23 C 3.291771 1.253657 0.143513  -0.247
24 C 3.303235 -0.386285 1.857498  -0.072
25 C -1.832854 -2.871994 0.493735  -0.098
26 C 3.056593 -1.069390 4.270336  -0.648
27 C -2.595336 3.483771 -0.247409  -0.640
28 C 2.680200 0.062960 -3.403924  0.743
29 C 2.461424 -0.311719 3.102583  -0.071
30 C -2.603521 1.948419 -2.267049  -0.077
31 H 3.469508 2.031862 0.885953  0.207
32 H -2.659323 -3.435610 0.931720  0.221
33 H 2.007707 -2.620099 0.554478  0.514
34 H -2.150401 3.725790 0.720208  0.225
35 H 2.407004 -1.027337 5.147837  0.234
36 H 0.209074 -2.574555 -1.662857  0.224
37 H 4.023090 -0.683196 4.594129  0.262
38 H -2.937865 1.424022 -0.225268  0.181
39 H 4.228367 0.167256 2.006210  0.237
40 H -1.529023 -2.315585 2.349683  0.521
41 H -2.219682 2.140712 3.043052  0.219
42 H -2.667157 -0.746734 -4.158460  0.208
43 H -0.408650 2.063061 -1.416913  0.436
44 H 4.186678 0.901004 -0.360356  0.215
45 H -0.398778 2.521311 0.000760  0.425
46 H -2.724067 0.233815 1.713863  0.519
47 H -1.882358 0.761985 -4.628049  0.207
48 H 2.614935 1.711278 -0.571969  0.219
49 H -3.628698 2.259004 -2.483514  0.211
50 H -1.141273 -3.624663 0.124632  0.206
51 H 3.232457 -2.132202 4.061528  0.216
52 H -1.742653 -0.400607 -1.640173  0.564
53 H -1.905315 2.585614 -2.826338  0.203
54 H -2.469774 0.582631 3.862997  0.202
55 H -3.377115 -1.534518 -0.271054  0.192
56 H 0.983217 -3.946581 -0.924152  0.195
57 H 1.208374 -1.816413 2.894181  0.396
58 H 1.967306 -2.753963 -1.825065  0.222
59 H 0.516392 -0.605963 3.618447  0.411
60 H -2.557351 -2.580427 -1.452165  0.229
61 H -3.666347 3.674923 -0.172083  0.242
62 H 2.343075 0.726820 3.417104  0.236
63 H -0.825162 1.178794 3.579459  0.210
64 H 3.588387 -1.429070 1.660582  0.179
65 H -3.629168 0.764908 -4.348542  0.196
66 H -2.199091 4.279258 -0.891689  0.232

Forces on atoms 1 to 6 (eV/Å):
0.8 2.1 -1.0
-0.7 0.3 -0.8
-1.1 -2.1 -1.0
0.0 -0.2 -0.3
0.0 -0.1 -0.1
0.1 -0.2 0.0

Output
Multiplicity = 1
E_LUMO = -5.63 eV
Total charge = +2

***

ORCA calculation (ωB97M-V/def2-TZVPD) on 5 unconnected molecules or ions with the total composition C13H36O5 in a non-equilibrium geometry.

Last column: natural (NBO) charge in e.
Element x y z (Å)
1 O -3.973429 12.165029 -13.470254  -0.747
2 O -7.001503 18.260239 -12.031652  -0.734
3 O -9.919262 13.351808 -16.730622  -0.732
4 O -3.609646 13.481266 -22.095469  -0.719
5 O -5.039361 13.636085 -15.619955  -0.754
6 C -4.648769 10.973916 -13.129258  -0.059
7 C -3.070863 14.974359 -15.270661  -0.635
8 C -9.638151 14.632780 -18.762232  -0.627
9 C -5.631629 17.488334 -13.788052  -0.627
10 C -5.762127 12.389268 -21.977118  -0.637
11 C -8.631937 12.342632 -18.470502  -0.625
12 C -5.169847 19.681573 -12.683878  -0.622
13 C -4.681396 13.443784 -19.976566  -0.625
14 C -3.990649 14.344445 -16.298773  -0.058
15 C -9.803563 13.242448 -18.162372  0.091
16 C -4.444010 12.682280 -21.259688  0.094
17 C -5.937566 11.212380 -12.350942  -0.634
18 C -6.237150 18.710616 -13.163957  0.091
19 H -6.352095 16.926002 -14.389813  0.214
20 H -5.629176 11.750586 -22.854582  0.206
21 H -10.733907 12.821129 -18.560912  0.159
22 H -4.502849 19.939866 -13.511566  0.204
23 H -8.541299 12.094989 -19.526325  0.212
24 H -7.822526 18.753486 -11.967056  0.470
25 H -3.484490 15.881968 -14.843137  0.210
26 H -8.618224 11.438361 -17.860666  0.225
27 H -4.560570 19.221594 -11.905756  0.214
28 H -8.886674 15.195003 -18.202946  0.213
29 H -6.460150 11.855719 -21.322029  0.211
30 H -3.758807 13.192117 -23.001846  0.465
31 H -4.933916 14.482732 -20.202126  0.217
32 H -4.883374 10.347661 -13.999263  0.148
33 H -6.276573 13.301490 -22.290518  0.210
34 H -5.176532 16.835930 -13.047589  0.226
35 H -7.695916 12.846464 -18.184793  0.194
36 H -5.530761 12.999105 -19.457311  0.204
37 H -4.449488 12.587312 -14.201404  0.494
38 H -6.503582 10.285868 -12.214251  0.203
39 H -3.978220 10.377547 -12.506206  0.167
40 H -2.117442 15.213075 -15.744859  0.211
41 H -3.979488 11.706849 -21.076343  0.156
42 H -5.624533 20.589264 -12.288761  0.206
43 H -10.570615 15.198174 -18.705368  0.209
44 H -9.332367 14.612144 -19.810519  0.208
45 H -5.778911 11.648546 -11.362525  0.207
46 H -6.893251 19.247426 -13.854034  0.157
47 H -10.851104 13.350541 -16.499310  0.473
48 H -3.433916 13.671054 -16.954726  0.163
49 H -6.606136 11.908441 -12.870541  0.203
50 H -2.884428 14.232216 -14.492896  0.235
51 H -3.810750 13.479207 -19.323509  0.216
52 H -4.442825 15.116252 -16.931648  0.163
53 H -4.871703 17.759253 -14.531665  0.200
54 H -5.833595 13.638322 -16.159613  0.485

Forces on atoms 1 to 6 (eV/Å):
0.0 -0.2 0.0
-0.1 0.0 -0.1
0.1 -0.1 -0.3
0.1 -0.1 0.0
0.1 0.1 -0.1
-0.3 -0.3 0.5

Output
Multiplicity = 1
E_LUMO = 0.53 eV
Structure (SMILES) = CC(C)O.CC(C)O.CC(C)O.CCO.CCO
Total charge = 0

***

ORCA calculation (ωB97M-V/def2-TZVPD) on 5 unconnected molecules or ions with the total composition C13H36O7 in a non-equilibrium geometry.

Last column: natural (NBO) charge in e.
Element x y z (Å)
1 O -39.972364 25.023216 -7.472948  -0.764
2 O -41.619247 25.171962 -12.983595  -0.722
3 O -42.526765 16.103384 -8.959858  -0.739
4 O -44.193952 26.674855 -8.949043  -0.689
5 O -42.418900 23.572481 -8.182969  -0.745
6 O -42.452386 22.975308 -11.069163  -0.730
7 O -39.626448 18.295571 -8.916732  -0.723
8 C -41.461372 24.824141 -15.328316  -0.616
9 C -38.146400 24.025479 -8.765473  -0.651
10 C -39.436211 25.516578 -13.905629  -0.629
11 C -37.836937 24.948809 -6.461197  -0.603
12 C -41.309325 16.795905 -9.483350  -0.121
13 C -42.483186 21.213869 -12.769658  -0.612
14 C -38.817095 24.291923 -7.393626  0.102
15 C -40.704718 24.684844 -14.024394  0.066
16 C -43.081870 25.923804 -8.569970  -0.103
17 C -41.540798 20.868982 -10.315624  -0.635
18 C -42.576759 21.592169 -11.237629  0.111
19 C -43.442606 24.496935 -8.263194  -0.082
20 C -40.622495 17.525108 -8.344538  -0.112
21 H -42.423906 24.158354 -15.461893  0.229
22 H -38.758705 25.267040 -14.757466  0.198
23 H -39.920384 26.540982 -14.035248  0.225
24 H -41.671714 26.037539 -15.490599  0.194
25 H -40.443386 20.989338 -10.431774  0.229
26 H -37.198675 23.473015 -8.759893  0.208
27 H -43.123116 16.817227 -8.798107  0.447
28 H -43.788768 27.650490 -8.818322  0.471
29 H -39.204222 23.411686 -7.015174  0.156
30 H -41.833930 24.529056 -12.480959  0.467
31 H -42.479994 23.039319 -10.166658  0.476
32 H -37.101197 24.424804 -6.250043  0.193
33 H -37.357156 25.900328 -6.752446  0.203
34 H -40.424842 23.657365 -13.985643  0.159
35 H -44.213484 23.899798 -8.966667  0.179
36 H -38.864510 25.216748 -13.001391  0.225
37 H -40.871042 15.751136 -9.793553  0.217
38 H -41.899705 17.337492 -10.147033  0.194
39 H -42.580013 26.279651 -7.768398  0.162
40 H -42.365442 20.100396 -12.886500  0.211
41 H -38.258128 25.166262 -5.529263  0.206
42 H -43.580845 21.268731 -10.776188  0.138
43 H -42.417486 26.152255 -9.283223  0.176
44 H -40.502237 16.681326 -7.424706  0.179
45 H -41.761844 19.722888 -10.175060  0.207
46 H -41.826546 21.311313 -9.251700  0.180
47 H -42.823169 22.765218 -7.643586  0.498
48 H -38.754647 17.933317 -8.801235  0.479
49 H -40.874999 24.421877 -7.677277  0.500
50 H -41.658628 21.633496 -13.097749  0.198
51 H -41.139665 18.326373 -7.684850  0.183
52 H -40.738717 24.827258 -16.061749  0.203
53 H -38.815822 23.247196 -9.360769  0.196
54 H -43.336948 21.670148 -13.293639  0.218
55 H -43.831048 24.775728 -7.189529  0.173
56 H -37.837226 24.820953 -9.515490  0.223

Forces on atoms 1 to 6 (eV/Å):
-5.1 0.3 -1.1
3.3 6.0 -6.0
0.5 -0.4 0.8
0.2 4.0 1.2
0.7 -3.1 2.1
0.1 -0.2 -3.7

Output
Multiplicity = 1
E_LUMO = -0.01 eV
Structure (SMILES) = CC(C)O.CC(C)O.CC(C)O.OCCO.OCCO
Total charge = 0

***

Summary of highest occupied orbital energy in eV
-15.90 -9.63 -9.66
(order as listed above)
Summary of energy above the lowest of the compared OMol25 structures with the same formula, charge and spin in kcal per mole
0.0 6.2 183.9
(order as listed above)